[1]
Density functional theory data (ωB97M-V/def2-TZVPD) for a structure of composition C4H6N2O2.

Structure (XYZ):
```
14
Properties=species:S:1:pos:R:3:forces:R:3
C -0.106927 1.021216 0.728786 2.087 -0.451 3.871
C -0.652318 0.942957 -0.672284 1.235 -4.264 3.225
C -1.225089 -0.631548 -0.707131 -6.028 0.760 2.712
C 1.031018 -1.075063 -0.916849 1.058 -1.846 0.443
H 0.033834 1.689575 2.666531 -3.201 2.318 -4.256
H -0.886393 1.902192 -1.046405 -0.618 0.224 -1.522
H -1.241384 -1.154195 0.272668 0.589 0.486 -0.320
H -2.260267 -0.852201 -1.121224 1.626 0.623 -0.652
H 2.026005 -0.685890 -0.928527 0.119 1.328 -0.513
H 0.181128 -2.871971 -0.443750 1.727 1.602 -0.610
N -0.096736 -0.324120 -1.292321 2.714 1.635 -2.368
N 1.105748 -2.309183 -0.588542 -2.464 -0.575 0.108
O -0.652370 2.154843 1.722993 4.794 -5.702 0.934
O 0.752855 0.202688 1.173459 -3.638 3.862 -1.053
```
Positions in Å, forces in eV/Å.

Values from the calculation:
orbital gap = 10.3 eV
electronic energy = -11315.3629 eV
relative energy (zero: lowest compared OMol25 entry of this formula, charge and spin) = 547.9 kJ/mol

=====

[2]
Density functional theory data (ωB97M-V/def2-TZVPD) for the molecule C4H6N2O2S2.

Structure (XYZ):
```
16
Properties=species:S:1:pos:R:3:forces:R:3
C 0.389146 -0.852330 -1.145434 -0.247 0.126 -0.281
C 0.105366 0.594549 -0.780614 -0.581 -0.217 0.280
C -0.846720 -2.331712 0.038577 1.793 0.919 -0.857
C -0.094267 2.513285 1.320638 -0.151 0.644 2.541
N -0.814200 -1.616846 -0.992084 -0.944 -0.035 0.225
N -0.117888 1.365781 -1.730435 -1.291 2.457 -1.143
O 1.401521 -1.395338 -0.352615 0.398 -1.084 1.017
O 1.241274 -3.794271 0.724771 0.258 0.207 -0.257
S -0.063514 0.713739 0.925273 -0.154 1.452 1.715
S 0.859521 -2.397947 0.893226 -0.758 0.008 -0.446
H 0.629413 -0.793050 -2.187099 0.578 -0.429 -0.625
H -1.682220 -2.959561 0.235549 -0.413 -0.541 0.649
H -0.870053 3.081689 0.739283 1.296 -0.427 0.133
H 0.982314 2.941074 1.444474 -2.073 -0.579 -0.920
H -0.523583 2.613296 2.430100 0.873 -0.638 -2.292
H -0.596110 2.317641 -1.563611 1.416 -1.865 0.259
```
Positions in Å, forces in eV/Å.

Values from the calculation:
orbital gap = 9.8 eV
electronic energy = -32988.0939 eV
relative energy (zero: lowest compared OMol25 entry of this formula, charge and spin) = 250.3 kJ/mol

=====

[3]
Density functional theory data (ωB97M-V/def2-TZVPD) for the molecule C4H6N2O3.

Structure (XYZ):
```
15
Properties=species:S:1:pos:R:3:forces:R:3
N -0.520177 -0.926273 -1.435234 2.745 -1.583 -0.832
C -0.452527 -0.817088 0.151203 -1.320 -1.433 0.900
O -1.479905 -1.258191 0.711860 1.203 0.650 -0.960
O 0.791007 -1.982898 0.150621 -0.005 1.461 -0.890
C 0.039479 0.558473 0.491180 1.209 -0.318 0.200
C -0.720275 1.763981 0.527681 -0.130 -0.108 0.242
N 0.009442 2.777290 0.906910 -0.373 -0.118 -0.022
O 1.267884 2.274955 1.131821 0.284 0.221 -0.185
C 1.285427 0.972748 0.852042 -0.240 -0.351 -0.229
H 0.260047 -1.914388 -1.407527 -2.803 1.776 0.708
H -1.447499 -0.693265 -1.782420 -0.166 -1.079 -0.048
H 0.124901 -0.348112 -1.971209 -0.003 0.712 0.444
H 0.369204 -2.792819 0.456676 -0.371 0.154 0.394
H -1.780060 1.904304 0.324168 0.345 -0.021 0.061
H 2.253052 0.481284 0.892228 -0.375 0.037 0.214
```
Positions in Å, forces in eV/Å.

Values from the calculation:
orbital gap = 9.8 eV
electronic energy = -13364.1000 eV
structure (SMILES) = [NH3+][C@@]([O-])(O)c1cnoc1
relative energy (zero: lowest compared OMol25 entry of this formula, charge and spin) = 470.7 kJ/mol

=====

[4]
Density functional theory data (ωB97M-V/def2-TZVPD) for the molecule C4H6N2O3.

Structure (XYZ):
```
15
Properties=species:S:1:pos:R:3:forces:R:3
C -1.664689 1.453871 -0.061654 -0.433 -0.485 0.050
N -0.693778 0.398381 0.065596 -0.716 -2.099 0.436
C 0.655544 0.514438 -0.007529 2.165 -1.926 1.041
O 1.274794 1.715437 0.021038 -0.227 -0.025 0.346
C 1.148781 -0.762318 0.117166 2.447 2.177 -1.863
O 2.457684 -1.112373 0.317802 0.249 -0.213 -0.232
N 0.187671 -1.659538 -0.453291 -0.024 0.374 2.207
C -0.886478 -1.079676 0.207790 -3.979 1.496 -2.626
O -1.920999 -1.601793 0.544331 0.650 0.355 0.284
H -2.377440 1.400598 0.761634 -0.020 0.081 -0.033
H -1.150281 2.412932 -0.027245 0.019 -0.110 -0.011
H -2.207781 1.352917 -1.003829 -0.060 0.188 0.016
H 2.227258 1.560756 0.031877 -0.042 -0.020 -0.078
H 2.653168 -1.933552 -0.149105 0.125 0.197 -0.127
H 0.296547 -2.660080 -0.364581 -0.155 0.010 0.591
```
Positions in Å, forces in eV/Å.

Values from the calculation:
orbital gap = 7.3 eV
electronic energy = -13365.9547 eV
structure (SMILES) = Cn1c(O)c(O)[nH]c1=O
relative energy (zero: lowest compared OMol25 entry of this formula, charge and spin) = 291.8 kJ/mol

=====

electronic energy of number 4 (C4H6N2O3)? -13365.9547 eV

=====

Which value of orbital gap does entry 1 give? 10.3 eV

=====

Which of these has the lowest electronic energy? C4H6N2O2S2

=====

Among the records above, which one has the highest electronic energy? C4H6N2O2